Computed, not measured: a structure of composition C28H32N6OW, with ωB97M-V/def2-TZVPD.

Properties
* maximum force: 0.30 eV/A
* LUMO level: -13.902 eV
* electronic energy: -42328.5853 eV
* gap between HOMO and LUMO: 5.37 eV
* HOMO: -19.3 eV
* energy relative to the best compared isomer or geometry (same formula, charge and spin): 1.19 kcal per mole
* charge: +4

The geometry in XYZ format:
```
68
C28H32N6OW ωB97M-V/def2-TZVPD
W -0.079 0.377 -0.354
C 0.933 2.746 -0.952
C 0.064 2.816 0.318
C -1.437 2.879 0.045
N -1.712 1.497 -0.360
C -2.942 0.950 -0.626
C -4.081 1.757 -0.728
C -5.395 1.403 -0.969
C -5.923 0.130 -1.191
C -5.246 -1.085 -1.208
C -3.900 -1.346 -0.997
C -2.845 -0.468 -0.734
N -1.547 -0.916 -0.523
C -1.280 -2.311 -0.109
C -1.479 -2.385 1.411
C -1.110 -1.040 2.045
N 0.121 -0.520 1.389
C 1.375 -0.741 1.959
C 1.519 -1.245 3.251
C 2.653 -1.534 4.000
C 3.984 -1.452 3.628
C 4.481 -1.029 2.393
C 3.798 -0.525 1.306
C 2.422 -0.329 1.086
N 1.939 0.217 -0.079
C 2.814 1.081 -0.921
C 2.436 2.545 -0.727
H 0.577 2.000 -1.713
H 0.722 3.662 -1.512
H 0.256 1.978 1.065
H 0.433 3.643 0.931
H -1.997 3.138 0.945
H -1.674 3.603 -0.737
H -3.912 2.820 -0.594
H -6.104 2.223 -0.993
H -6.992 0.084 -1.373
H -5.855 -1.959 -1.409
H -3.646 -2.396 -1.065
H -1.901 -3.023 -0.646
H -0.253 -2.547 -0.384
H -2.517 -2.608 1.659
H -0.867 -3.191 1.816
H -1.901 -0.309 1.893
H -0.997 -1.130 3.118
H 0.607 -1.452 3.792
H 2.461 -1.894 5.004
H 4.716 -1.764 4.364
H 5.557 -1.087 2.273
H 4.447 -0.272 0.481
H 3.864 0.944 -0.690
H 2.687 0.797 -1.965
H 2.715 2.883 0.273
H 3.006 3.150 -1.432
N 0.533 -1.760 -7.307
C 0.506 -2.364 -6.111
O 0.359 -3.542 -5.883
C 0.565 -1.504 -4.859
C -0.264 -0.402 -4.635
C -0.342 0.129 -3.369
N 0.405 -0.334 -2.336
C 1.251 -1.368 -2.571
C 1.337 -1.975 -3.797
H 0.497 -2.348 -8.129
H 0.863 -0.817 -7.432
H -0.879 0.010 -5.425
H -1.024 0.947 -3.163
H 1.850 -1.707 -1.737
H 1.976 -2.838 -3.935
```

Mulliken atomic charge list, values in e, 4 entries: -2.313, 0.205, -0.699, -0.898